Record 1
Below is a cluster of 2 separate species, C4H14N2O in total in a non-equilibrium geometry, with properties calculated with wB97M-V/def2-TZVPD.

Each line ends with the Löwdin charge.
Atoms and positions in Å:
O (-0.07959, 3.10494, -5.33317)  -0.06
H (-1.32636, -0.40652, 1.99621)  0.13
H (1.73124, -0.27296, 1.83649)  0.06
N (-0.34229, 0.91636, 0.93728)  -0.12
H (-0.80186, 1.68794, 1.38013)  0.10
C (-0.45027, -0.48027, 1.36468)  -0.36
H (-0.19880, 3.88113, -4.78548)  0.03
H (-1.04645, -0.94802, -0.61312)  0.12
H (-1.29559, -3.14680, -0.43588)  0.07
H (0.69837, -0.36091, 3.22611)  0.05
C (0.60498, 1.31274, -0.06641)  -0.15
H (-1.15209, -3.20243, 1.23817)  0.06
H (0.54998, -1.78918, -0.14395)  0.14
H (0.29083, 2.35444, -4.86253)  0.03
C (0.83429, -0.79218, 2.24518)  -0.07
H (1.61457, 0.82716, 0.15248)  0.08
H (1.09445, -1.83136, 2.44479)  0.06
N (-1.37714, -2.63116, 0.43876)  -0.02
H (0.37429, 0.91407, -1.06729)  0.06
H (0.79574, 2.36730, -0.16361)  0.07
C (-0.51828, -1.50427, 0.21114)  -0.30

## Properties
E_HOMO	-8.2	eV
LUMO level	0.677	eV
energy relative to the best compared isomer or geometry (same formula, charge and spin)	207.02	kJ/mol
SMILES string	CN[C@H](C)CN.O
net charge	0



Record 2
Below is a cluster of 2 separate species, C4H14N2O in total in a non-equilibrium geometry, with properties calculated with wB97M-V/def2-TZVPD.

Each line ends with the Löwdin charge.
Atoms and positions in Å:
H (-2.30747, 0.62230, 1.01959)  0.10
C (-3.08245, -1.31127, -1.33724)  -0.12
H (5.53843, 2.14105, -3.36059)  0.02
H (-2.77886, -0.52563, -2.03441)  0.07
H (0.89123, -1.07686, 3.24681)  0.07
C (1.03079, -0.37794, 2.42966)  -0.13
H (-4.10224, -1.18443, -0.97289)  0.07
H (-1.40236, -1.63402, 0.21152)  0.07
H (-3.00533, -2.29549, -1.77996)  0.07
H (5.06646, 3.27620, -2.41928)  0.04
C (-1.82810, 0.25161, 0.08980)  -0.24
N (-2.21763, -1.15705, -0.15551)  -0.14
O (5.37699, 2.36016, -2.45039)  -0.06
H (-0.92614, -0.73173, 2.13717)  0.09
H (0.12661, 1.29466, 0.67008)  0.11
H (0.24255, -0.07431, -0.40066)  0.10
N (-0.11039, -0.69920, 1.53925)  -0.15
C (-0.29982, 0.30367, 0.46702)  -0.23
H (0.96100, 0.64728, 2.80442)  0.07
H (-2.01628, 0.99222, -0.69014)  0.10
H (2.01484, -0.56509, 1.99159)  0.08

## Properties
E_HOMO	-8.1	eV
LUMO level	0.961	eV
energy relative to the best compared isomer or geometry (same formula, charge and spin)	232.30	kJ/mol
SMILES string	CNCCNC.O
net charge	0



Record 3
Below is a cluster of 2 separate species, C4H14N2O in total in a non-equilibrium geometry, with properties calculated with wB97M-V/def2-TZVPD.

Each line ends with the Löwdin charge.
Atoms and positions in Å:
H (-1.74916, -0.90987, -1.54338)  0.01
H (1.17736, -2.63259, 0.81756)  0.06
H (-0.85247, 1.97138, -1.15839)  0.06
C (1.67419, 1.01404, -0.78639)  -0.10
H (2.44333, 0.33588, -0.46202)  0.07
H (-1.91443, 0.35361, -2.36116)  0.03
O (-2.39168, -0.22275, -1.75838)  -0.06
H (-0.03678, 2.71259, 0.16212)  0.08
N (0.39539, 0.69527, -0.20354)  -0.28
C (-0.51954, 1.79616, -0.17328)  -0.12
H (-0.87574, -1.27881, -0.07751)  0.05
H (-1.34476, -1.27889, 1.57583)  0.11
C (-0.49294, -1.39383, 0.90332)  -0.24
H (-1.38118, 1.74276, 0.49613)  0.10
H (0.02934, -3.05624, 1.94185)  0.06
N (0.19054, -2.67178, 1.02305)  -0.01
C (0.43101, -0.12299, 1.02124)  -0.16
H (2.07402, 1.98871, -0.54427)  0.07
H (1.43679, -0.50785, 1.13162)  0.09
H (0.10839, 0.48938, 1.86140)  0.11
H (1.59835, 0.97581, -1.86582)  0.08

## Properties
E_HOMO	-8.2	eV
LUMO level	0.892	eV
energy relative to the best compared isomer or geometry (same formula, charge and spin)	203.87	kJ/mol
SMILES string	CN(C)CCN.O
net charge	0